1.
Entry from the OMol25 dataset: a molecular structure, C20H17MoN2O9S2 (ωB97M-V with the def2-TZVPD basis set).

For the electronic energy, the calculation gives -65945.5114 eV. Its multiplicity is 3. The HOMO energy (spin up / spin down) comes out at -11.88 / -12.11 eV. As for the net charge: +1. The value obtained for the gap between HOMO and LUMO (spin up / spin down) is 7.4 / 7.2 eV. The LUMO energy (spin up / spin down) comes out at -4.52 / -4.90 eV. As for the energy above the lowest of the compared OMol25 structures with the same formula, charge and spin: 0.0400 eV.

```
51
Properties=species:S:1:pos:R:3:lowdin_spin:R:1
Mo 0.247 2.620 0.186 1.711
O -4.277 -2.573 1.526 0.000
C -4.376 -1.378 2.264 0.003
C -3.323 -0.422 1.785 0.015
C -3.163 0.816 2.395 -0.003
C -2.183 1.672 1.942 0.017
N -1.378 1.350 0.921 0.013
C -1.528 0.156 0.316 0.011
C -2.485 -0.751 0.725 -0.001
C -0.596 -0.086 -0.804 0.008
C -0.581 -1.242 -1.559 0.000
C 0.294 -1.345 -2.633 0.009
C 0.319 -2.572 -3.498 0.002
O -0.569 -3.528 -2.971 0.000
C 1.131 -0.272 -2.917 -0.001
C 1.096 0.841 -2.113 0.010
N 0.253 0.930 -1.068 -0.001
H -4.973 -3.178 1.801 0.000
H -4.226 -1.548 3.336 0.001
H -5.355 -0.902 2.138 0.001
H -3.785 1.117 3.227 0.000
H -2.004 2.631 2.409 0.001
H -2.599 -1.709 0.243 0.000
H -1.244 -2.063 -1.337 0.000
H 1.347 -2.948 -3.549 0.000
H 0.033 -2.269 -4.513 0.000
H -0.385 -4.389 -3.357 0.000
H 1.815 -0.297 -3.756 0.000
H 1.729 1.699 -2.293 0.000
O 0.886 3.993 -3.173 0.009
S 0.809 4.563 -1.865 0.024
O 1.606 3.659 -0.875 0.064
O 1.084 5.936 -1.647 0.017
S -1.071 4.042 -1.038 0.001
O 0.513 1.834 3.950 0.013
C 0.820 2.019 2.812 0.008
O 0.414 3.075 2.076 0.049
C 1.595 1.063 1.953 -0.002
C 2.554 1.563 1.066 0.001
C 3.270 0.704 0.210 0.009
C 2.949 -0.622 0.276 0.000
O 3.426 -1.642 -0.478 -0.001
C 2.950 -2.841 0.144 0.000
O 1.865 -2.458 0.993 0.000
C 1.993 -1.122 1.174 0.001
C 1.312 -0.315 2.037 0.009
H 2.832 2.609 1.120 0.003
H 4.033 1.076 -0.459 0.000
H 3.748 -3.280 0.746 0.000
H 2.591 -3.528 -0.616 0.000
H 0.587 -0.690 2.747 0.000
```

=====

2.
Entry from the OMol25 dataset: C20H17N3O3S in the gas phase (ωB97M-V with the def2-TZVPD basis set).

For the electronic energy, the calculation gives -42466.5938 eV. Its multiplicity is 1. The HOMO energy comes out at -8.15 eV. As for the net charge: 0. The value obtained for the gap between HOMO and LUMO is 8.2 eV. The LUMO energy comes out at 0.06 eV. As for the energy above the lowest of the compared OMol25 structures with the same formula, charge and spin: 0.0000 eV.

```
44
Properties=species:S:1:pos:R:3:mulliken_charge:R:1
C 3.498 0.819 6.280 -1.398
C 2.270 0.394 5.533 1.069
C 2.251 0.446 4.143 0.783
C 1.087 0.041 3.485 -0.516
N 0.915 0.034 2.127 -0.633
C -0.256 -0.388 1.814 0.378
N -0.673 -0.490 0.513 -0.054
C -1.915 -0.952 0.171 0.871
O -2.708 -1.300 1.024 -0.735
C -2.223 -1.019 -1.282 0.401
C -3.354 -1.747 -1.648 -0.689
C -3.720 -1.851 -2.976 -0.861
C -2.975 -1.219 -3.956 -0.411
C -1.847 -0.491 -3.595 0.189
C -1.464 -0.392 -2.265 -0.167
H -0.599 0.204 -2.021 0.241
N -1.082 0.164 -4.595 0.216
C -0.565 1.443 -4.444 0.358
O -0.686 2.125 -3.463 -0.576
C 0.155 1.808 -5.724 -0.521
C 0.030 0.584 -6.619 -0.468
C -0.781 -0.415 -5.822 0.325
O -1.104 -1.520 -6.162 -0.565
H 0.992 0.136 -6.870 0.289
H -0.486 0.789 -7.557 0.272
H -0.313 2.698 -6.146 0.296
H 1.188 2.066 -5.489 0.279
H -3.261 -1.293 -4.993 0.411
H -4.595 -2.418 -3.253 0.392
H -3.931 -2.222 -0.869 0.482
H 0.000 -0.206 -0.184 0.227
S -1.327 -0.844 3.126 -0.196
C -0.033 -0.407 4.215 0.754
C -0.005 -0.455 5.596 -0.864
C 1.149 -0.053 6.237 -0.914
H 1.189 -0.084 7.316 0.337
H -0.863 -0.798 6.153 0.411
C 3.427 0.917 3.348 -1.445
H 3.188 0.879 2.290 0.416
H 4.297 0.290 3.541 0.298
H 3.687 1.940 3.619 0.301
H 3.740 1.858 6.060 0.312
H 4.354 0.212 5.987 0.312
H 3.353 0.717 7.353 0.394
```

=====

3.
Entry from the OMol25 dataset: C20H17N3O5S in the gas phase at a distorted geometry (ωB97M-V with the def2-TZVPD basis set).

For the electronic energy, the calculation gives -46556.9254 eV. Its multiplicity is 1. The HOMO energy comes out at -8.19 eV. As for the net charge: 0. The value obtained for the gap between HOMO and LUMO is 7.3 eV. The LUMO energy comes out at -0.85 eV. As for the energy above the lowest of the compared OMol25 structures with the same formula, charge and spin: 3.0946 eV.

```
46
Properties=species:S:1:pos:R:3:mulliken_charge:R:1
O 3.960 0.497 2.525 -0.726
S 3.990 -0.437 1.441 1.253
O 4.709 -1.668 1.584 -0.725
N 4.666 0.355 0.149 0.058
C 4.274 1.719 -0.116 -0.718
H 3.905 2.139 0.819 0.377
C 3.215 1.786 -1.222 -0.219
H 3.049 2.819 -1.534 0.371
O 3.643 1.097 -2.377 -0.437
C 3.909 -0.262 -2.102 -0.225
H 4.235 -0.701 -3.046 0.363
C 5.000 -0.401 -1.034 -0.720
H 5.137 -1.438 -0.730 0.379
H 5.945 -0.013 -1.431 0.329
H 2.986 -0.761 -1.766 0.147
H 2.266 1.358 -0.864 0.149
H 5.165 2.273 -0.435 0.334
C 2.295 -0.830 0.990 0.211
C 1.311 0.083 1.238 -0.522
C -0.006 -0.205 0.826 0.333
N -0.971 0.724 0.931 -0.454
C -2.194 0.414 0.561 0.419
C -2.515 -0.938 0.173 0.488
N -1.557 -1.809 -0.051 -0.495
C -0.286 -1.463 0.217 0.160
C 0.763 -2.374 -0.024 -0.712
C 2.037 -2.054 0.358 -0.690
H 2.863 -2.734 0.216 0.528
H 0.526 -3.317 -0.491 0.487
C -3.863 -1.439 0.050 0.131
C -4.305 -2.569 -0.602 -0.435
C -5.693 -2.634 -0.375 -0.565
C -5.995 -1.556 0.405 -0.522
O -4.902 -0.833 0.666 -0.313
H -6.920 -1.215 0.828 0.478
H -6.374 -3.378 -0.736 0.459
H -3.697 -3.242 -1.169 0.557
C -3.136 1.507 0.527 0.252
C -3.066 2.723 1.169 -0.426
C -4.206 3.445 0.768 -0.568
C -4.879 2.629 -0.095 -0.531
O -4.243 1.464 -0.247 -0.316
H -5.786 2.768 -0.650 0.477
H -4.489 4.431 1.074 0.459
H -2.294 3.031 1.843 0.567
H 1.530 1.012 1.740 0.552
```

=====

4.
Entry from the OMol25 dataset: C20H17N7O4S2 in the gas phase at a distorted geometry (ωB97M-V with the def2-TZVPD basis set).

For the electronic energy, the calculation gives -61305.1495 eV. Its multiplicity is 1. The HOMO energy comes out at -8.34 eV. As for the net charge: 0. The value obtained for the gap between HOMO and LUMO is 8.2 eV. The LUMO energy comes out at -0.13 eV. As for the energy above the lowest of the compared OMol25 structures with the same formula, charge and spin: 2.1458 eV.

```
50
Properties=species:S:1:pos:R:3:mulliken_charge:R:1
O 6.285 5.256 -1.506 -0.485
O -2.882 -0.253 -4.949 -0.609
O 2.711 2.904 -0.487 -0.556
N -1.886 -0.428 7.076 -1.044
N 1.445 -0.991 -2.499 -0.401
N -1.598 -1.651 -0.675 -0.562
N 2.644 -0.427 -2.565 -0.476
O 1.184 1.091 -3.167 -0.320
S -0.919 0.860 -0.110 -0.191
S 5.898 3.036 -2.719 -0.163
C 5.484 4.425 -1.685 0.458
C -2.316 -1.300 -4.715 0.767
C 3.607 3.154 -1.248 0.190
C -0.971 0.479 6.695 -0.467
C 0.530 -0.033 -2.823 0.106
C -1.338 -0.449 -1.249 0.199
C 2.480 0.811 -2.997 0.711
C -0.727 0.366 5.324 -0.558
C -1.613 -0.608 4.869 0.314
C -1.871 -2.468 1.598 -0.444
C -1.810 -2.231 2.934 -0.540
C -0.992 -0.052 2.502 -0.556
C -1.531 -1.537 0.705 -0.244
C -1.063 -0.291 1.151 0.589
C -1.525 -0.981 3.439 0.650
N 4.245 4.399 -1.169 -0.102
N -2.256 -1.061 5.949 0.812
N -1.487 -1.366 -3.612 -0.203
C -2.441 -2.535 -5.679 -1.254
C -3.372 -1.951 6.026 -1.068
C -0.982 -0.268 -2.665 0.327
C 3.478 1.726 -3.341 -0.763
C 4.369 2.101 -2.134 -0.212
H -0.526 1.216 7.308 0.470
H -0.181 1.138 4.760 0.234
H -2.204 -3.423 1.202 0.441
H -2.043 -3.034 3.648 0.475
H -0.771 1.049 2.777 0.130
H 4.038 4.991 -0.459 0.254
H -1.003 -2.234 -3.487 0.280
H -3.159 -2.313 -6.482 0.311
H -2.864 -3.326 -5.155 0.382
H -1.554 -2.900 -6.076 0.371
H -3.060 -2.950 6.429 0.275
H -3.799 -2.067 5.126 0.513
H -4.105 -1.434 6.659 0.332
H -1.545 0.606 -3.017 0.305
H 3.164 2.567 -3.913 0.259
H 4.242 1.196 -3.946 0.405
H 4.593 1.189 -1.649 0.660
```

=====

5.
Entry from the OMol25 dataset: 2 unconnected molecules or ions with the total composition C20H17O4S3 at a distorted geometry (ωB97M-V with the def2-TZVPD basis set).

For the electronic energy, the calculation gives -61710.5858 eV. Its multiplicity is 1. The HOMO energy comes out at -2.64 eV. As for the net charge: -1. The value obtained for the gap between HOMO and LUMO is 4.8 eV. The LUMO energy comes out at 2.14 eV.

```
44
Properties=species:S:1:pos:R:3:mulliken_charge:R:1
C 2.230 -4.778 -1.309 -0.366
C 2.822 -3.906 -2.230 -0.582
C 2.820 -2.534 -1.987 -0.145
C 2.233 -2.050 -0.824 0.077
S 2.252 -0.276 -0.494 1.375
C 0.495 0.174 -0.497 0.342
C -0.050 0.685 0.613 -0.848
S -0.517 -0.187 -1.944 1.221
C -1.748 -1.351 -1.326 0.078
C -1.501 -2.722 -1.397 -0.208
C -2.438 -3.631 -0.904 -0.751
C -3.645 -3.159 -0.373 -0.342
C -3.901 -1.782 -0.318 -0.621
C -2.951 -0.879 -0.799 -0.295
O -1.205 1.027 -2.309 -0.649
O 0.281 -0.909 -2.908 -0.607
O 2.725 -0.097 0.857 -0.706
O 2.890 0.378 -1.609 -0.669
C 1.655 -2.908 0.108 -0.433
C 1.637 -4.279 -0.143 -0.602
H 2.227 -5.854 -1.500 0.360
H 3.287 -4.281 -3.145 0.367
H 3.257 -1.835 -2.695 0.471
H -1.108 0.925 0.622 0.245
H 0.571 0.879 1.482 0.318
H -0.566 -3.076 -1.824 0.506
H -2.216 -4.702 -0.946 0.391
H -4.390 -3.868 -0.003 0.350
H -4.837 -1.401 0.098 0.371
H -3.136 0.191 -0.768 0.448
H 1.199 -2.492 1.005 0.392
H 1.158 -4.950 0.576 0.406
S 1.228 3.808 -0.101 -0.466
C 0.586 4.649 1.175 0.227
C 1.300 4.765 2.404 -0.642
C 0.733 5.422 3.484 -0.254
C -0.546 5.998 3.378 -0.455
C -1.253 5.909 2.165 -0.253
C -0.701 5.256 1.075 -0.640
H 2.287 4.311 2.460 0.327
H 1.290 5.488 4.419 0.307
H -0.986 6.512 4.231 0.320
H -2.244 6.355 2.073 0.305
H -1.226 5.173 0.127 0.329
```